Entry 1:
Here is C14H36Cl2O4P3Pd as an isolated structure from the Open Molecules 2025 dataset. Energies are from ωB97M-V/def2-TZVPD.

Last column: natural (NBO) charge in e.
Positions of all 60 atoms, in Å:
1 C -0.87 -0.22 -4.93  -0.768
2 C -0.59 -0.93 -3.66  0.772
3 H -1.85 0.28 -4.93  0.286
4 H -0.83 -0.98 -5.77  0.337
5 H -0.08 0.51 -5.07  0.262
6 O -1.43 -1.52 -2.99  -0.396
7 Cl 1.65 -0.92 -4.10  -0.248
8 Pd 1.40 0.99 0.53  0.529
9 P 1.25 -2.15 -1.72  1.202
10 C 0.21 -2.98 -0.45  -0.956
11 C 1.14 -3.56 -2.93  -0.924
12 H 1.36 -4.49 -2.40  0.265
13 H 3.10 -3.54 -0.90  0.293
14 H 1.81 -3.34 -3.78  0.270
15 H 3.68 -1.99 -1.62  0.269
16 H -0.82 -2.69 -0.69  0.260
17 H 0.10 -3.53 -3.30  0.248
18 C 2.92 -2.45 -0.98  -0.958
19 H 0.36 -4.07 -0.57  0.286
20 H 2.96 -1.97 0.01  0.237
21 H 0.50 -2.63 0.56  0.259
22 P 1.14 2.32 -1.25  1.136
23 C 0.05 3.47 -0.39  -0.965
24 C 2.85 2.88 -1.09  -0.957
25 H 1.44 2.03 -3.65  0.291
26 H 0.86 3.68 -3.15  0.298
27 H -0.28 2.28 -3.22  0.267
28 C 0.75 2.58 -3.00  -0.950
29 H 3.44 2.34 -1.84  0.290
30 H 2.82 3.94 -1.26  0.294
31 H 0.13 4.40 -0.96  0.307
32 H 0.38 3.57 0.66  0.270
33 H 3.24 2.57 -0.10  0.256
34 H -0.96 3.05 -0.42  0.279
35 Cl 3.34 0.84 1.77  -0.029
36 C -0.10 -2.69 4.28  -0.644
37 C -1.01 -1.86 3.41  -0.058
38 O -0.26 -1.27 2.25  -0.859
39 P -0.43 0.14 1.47  1.903
40 O -0.96 1.10 2.65  -0.799
41 C 0.07 1.54 3.61  -0.076
42 C -0.61 2.50 4.57  -0.637
43 O -1.73 0.04 0.49  -0.828
44 C -3.11 0.47 1.02  -0.058
45 C -4.00 0.59 -0.18  -0.645
46 H 0.38 -3.52 3.76  0.232
47 H -0.70 -3.16 5.08  0.268
48 H 0.66 -2.07 4.77  0.223
49 H -1.78 -2.51 2.97  0.212
50 H -1.52 -1.09 4.00  0.207
51 H 0.51 0.69 4.16  0.209
52 H 0.90 2.03 3.06  0.158
53 H -1.57 2.06 4.90  0.245
54 H 0.08 2.70 5.43  0.260
55 H -0.82 3.48 4.05  0.227
56 H -3.07 1.45 1.53  0.216
57 H -3.40 -0.31 1.76  0.219
58 H -4.12 -0.41 -0.63  0.233
59 H -4.97 1.03 0.11  0.270
60 H -3.59 1.28 -0.94  0.212

Computed properties:
frontier orbital gap (alpha / beta) = 8.160 / 5.598 eV
HOMO level (alpha / beta) = -18.5 / -19.5 eV
energy relative to the best compared isomer or geometry (same formula, charge and spin) = 41.2 kJ/mol
multiplicity = 5
charge = +3

=====

Entry 2:
Here is a 2-piece molecular cluster, C5H13NSi overall from the Open Molecules 2025 dataset. Energies are from ωB97M-V/def2-TZVPD.

Last column: natural (NBO) charge in e.
Positions of all 20 atoms, in Å:
1 C 1.87 -0.22 1.08  -0.243
2 C 3.03 0.68 1.42  -0.662
3 C -0.35 0.40 1.94  -0.426
4 C -3.17 1.10 -3.17  -0.475
5 C -0.45 -1.88 -1.09  -1.132
6 N 0.58 0.33 0.88  -0.875
7 Si 0.77 -0.43 -0.63  1.193
8 H 1.82 -1.26 1.70  0.159
9 H 3.98 0.24 1.02  0.227
10 H 2.92 0.93 2.46  0.215
11 H 2.93 1.58 0.81  0.216
12 H 0.01 1.11 2.80  0.204
13 H -1.33 0.98 1.72  0.206
14 H -0.67 -0.68 2.09  0.188
15 H -4.00 0.48 -3.04  0.160
16 H -3.06 1.85 -2.41  0.152
17 H -2.85 1.52 -4.10  0.163
18 H -0.61 -2.47 -0.17  0.233
19 H -1.53 -1.72 -1.60  0.262
20 H 0.12 -2.54 -1.72  0.235

Computed properties:
frontier orbital gap (alpha / beta) = 7.819 / 6.880 eV
HOMO level (alpha / beta) = -8.5 / -7.1 eV
energy relative to the best compared isomer or geometry (same formula, charge and spin) = 624.8 kJ/mol
multiplicity = 1

=====

Entry 3:
Here is a 2-piece molecular cluster, CH2ClN3S overall from the Open Molecules 2025 dataset. Energies are from ωB97M-V/def2-TZVPD.

Last column: natural (NBO) charge in e.
Positions of all 8 atoms, in Å:
1 C 0.98 0.79 1.03  0.162
2 N 0.77 1.12 -0.12  -0.314
3 N -0.06 1.70 -2.11  -0.378
4 N -0.23 1.34 -0.97  0.060
5 S 1.53 0.42 2.43  0.090
6 Cl -1.59 -3.27 0.68  -0.266
7 H 0.90 1.84 -2.45  0.379
8 H -2.29 -3.95 1.50  0.266

Computed properties:
frontier orbital gap (alpha / beta) = 7.119 / 6.965 eV
HOMO level (alpha / beta) = -7.0 / -9.7 eV
energy relative to the best compared isomer or geometry (same formula, charge and spin) = 22.3 kJ/mol
multiplicity = 3

=====

Entry 4:
Here is C53H49N5O2P2ReS2Se as an isolated structure from the Open Molecules 2025 dataset. Energies are from ωB97M-V/def2-TZVPD.

Last column: Löwdin spin population.
Positions of all 115 atoms, in Å:
1 Re 0.26 -0.82 -0.39  0.748
2 C -3.18 0.37 0.60  -0.006
3 N -3.57 0.31 -0.77  0.000
4 C -3.24 -0.90 -1.46  0.000
5 P -1.49 -0.83 -2.08  -0.001
6 C -1.27 -2.27 -3.15  -0.003
7 C -0.21 -2.27 -4.05  -0.001
8 C 0.07 -3.40 -4.79  0.000
9 C -0.70 -4.55 -4.63  -0.001
10 C -1.75 -4.56 -3.72  0.000
11 C -2.04 -3.42 -2.97  -0.001
12 C -1.55 0.67 -3.09  0.002
13 C -1.53 1.89 -2.41  0.003
14 C -1.66 3.08 -3.10  0.000
15 C -1.79 3.06 -4.48  0.000
16 C -1.79 1.86 -5.16  0.000
17 C -1.68 0.66 -4.48  0.000
18 C -4.62 1.14 -1.23  0.000
19 C -5.53 1.72 -0.34  0.000
20 C -6.55 2.53 -0.81  0.000
21 C -6.69 2.78 -2.17  0.000
22 C -5.81 2.19 -3.06  0.000
23 C -4.78 1.38 -2.60  0.000
24 P -1.35 0.25 1.06  0.048
25 C -1.56 -0.29 2.78  0.016
26 C -0.79 -1.30 3.34  0.003
27 C -0.92 -1.62 4.68  0.000
28 C -1.83 -0.93 5.47  -0.001
29 C -2.60 0.08 4.92  0.001
30 C -2.47 0.41 3.59  0.002
31 C -0.82 1.97 1.42  0.013
32 C 0.41 2.09 2.08  0.003
33 C 0.82 3.30 2.59  0.000
34 C 0.02 4.43 2.43  0.001
35 C -1.18 4.33 1.73  0.001
36 C -1.60 3.11 1.22  0.001
37 H -3.64 -0.42 1.21  0.000
38 H -3.50 1.33 1.01  0.000
39 H -3.90 -1.05 -2.31  0.000
40 H -3.32 -1.76 -0.78  0.000
41 H 0.40 -1.38 -4.17  0.000
42 H 0.89 -3.40 -5.50  0.000
43 H -0.48 -5.43 -5.21  0.000
44 H -2.35 -5.45 -3.59  0.000
45 H -2.84 -3.45 -2.25  0.000
46 H -1.40 1.89 -1.33  0.002
47 H -1.65 4.02 -2.56  0.000
48 H -1.89 4.00 -5.02  0.000
49 H -1.88 1.85 -6.24  0.000
50 H -1.69 -0.28 -5.01  0.000
51 H -5.48 1.51 0.72  0.000
52 H -7.26 2.95 -0.11  0.000
53 H -7.49 3.42 -2.53  0.000
54 H -5.91 2.37 -4.12  0.000
55 H -4.10 0.95 -3.32  0.000
56 H -0.08 -1.84 2.73  0.002
57 H -0.32 -2.41 5.10  0.000
58 H -1.93 -1.18 6.52  0.000
59 H -3.30 0.63 5.54  0.000
60 H -3.05 1.23 3.18  0.000
61 H 1.01 1.20 2.23  0.000
62 H 1.76 3.37 3.13  0.000
63 H 0.32 5.37 2.86  0.000
64 H -1.81 5.20 1.62  0.000
65 H -2.54 3.06 0.69  0.000
66 O 1.60 -4.48 3.80  -0.002
67 S 2.67 -4.20 2.89  0.000
68 O 3.32 -5.27 2.21  -0.001
69 N 2.07 -3.11 1.74  -0.009
70 C 2.65 -1.98 1.86  0.000
71 S 2.35 -0.68 0.74  -0.019
72 C 3.66 -1.83 2.92  0.000
73 C 4.39 -0.71 3.30  0.000
74 C 5.25 -0.82 4.38  0.000
75 C 5.38 -2.02 5.07  0.000
76 C 4.65 -3.14 4.70  0.000
77 C 3.81 -3.03 3.62  0.001
78 H 4.26 0.23 2.77  0.000
79 H 5.83 0.04 4.69  0.000
80 H 6.05 -2.07 5.92  0.000
81 H 4.74 -4.07 5.25  0.000
82 C -2.00 -3.39 1.11  0.007
83 C -0.81 -3.76 0.30  0.020
84 C -0.37 -5.07 0.00  0.017
85 C 0.79 -4.98 -0.77  0.001
86 C 1.04 -3.63 -0.93  0.024
87 C 2.22 -3.06 -1.63  0.004
88 N 0.04 -2.89 -0.27  0.028
89 H -2.85 -4.02 0.85  0.000
90 H -2.25 -2.34 0.98  0.004
91 H -1.79 -3.56 2.17  0.001
92 H -0.85 -5.97 0.35  0.001
93 H 1.39 -5.77 -1.17  0.000
94 H 2.56 -3.75 -2.39  0.000
95 H 3.04 -2.93 -0.91  0.001
96 H 2.02 -2.09 -2.10  0.002
97 C 4.88 1.09 -1.84  0.000
98 N 3.96 2.02 -1.22  0.005
99 C 2.62 1.91 -1.19  0.010
100 Se 1.57 0.65 -2.07  0.054
101 N 2.12 2.97 -0.53  0.008
102 C 3.15 3.81 -0.14  0.002
103 C 3.16 5.03 0.51  0.001
104 C 4.40 5.61 0.73  0.002
105 C 5.58 4.99 0.30  0.002
106 C 5.57 3.78 -0.36  0.000
107 C 4.33 3.20 -0.58  0.002
108 H 4.37 0.14 -2.01  0.000
109 H 5.73 0.93 -1.18  0.000
110 H 5.23 1.48 -2.80  0.000
111 H 1.14 3.12 -0.38  0.000
112 H 2.24 5.50 0.83  0.000
113 H 4.45 6.57 1.23  0.000
114 H 6.52 5.48 0.50  0.000
115 H 6.49 3.32 -0.70  0.000

Computed properties:
frontier orbital gap (alpha / beta) = 4.532 / 4.651 eV
HOMO level (alpha / beta) = -12.3 / -12.3 eV
multiplicity = 2
charge = +2

=====

Entry 5:
Here is one molecule with the formula C5H7N from the Open Molecules 2025 dataset. Energies are from ωB97M-V/def2-TZVPD.

Last column: natural (NBO) charge in e.
Positions of all 13 atoms, in Å:
1 N 0.99 -0.77 1.41  -0.426
2 C 1.61 -0.25 0.49  0.406
3 C 2.05 0.33 -0.60  -0.628
4 C -0.86 0.45 0.22  -0.194
5 C -0.47 -0.65 1.17  -0.272
6 C -1.49 0.25 -0.93  -0.382
7 H 2.07 -0.26 -1.51  0.242
8 H 2.22 1.40 -0.63  0.240
9 H -0.59 1.46 0.53  0.203
10 H -0.97 -0.50 2.13  0.212
11 H -0.80 -1.62 0.77  0.205
12 H -1.69 -0.76 -1.29  0.191
13 H -1.81 1.08 -1.55  0.202

Computed properties:
frontier orbital gap = 10.187 eV
HOMO level = -9.1 eV
SMILES string = C=C=NCC=C
energy relative to the best compared isomer or geometry (same formula, charge and spin) = 236.8 kJ/mol
multiplicity = 1

=====

Entry 6:
Here is a 2-piece molecular cluster, C4H9NO overall from the Open Molecules 2025 dataset. Energies are from ωB97M-V/def2-TZVPD.

Last column: natural (NBO) charge in e.
Positions of all 15 atoms, in Å:
1 C -1.49 0.90 -0.75  -0.655
2 C -1.07 1.15 0.67  -0.168
3 C -0.94 0.18 1.57  -0.411
4 H -0.82 1.41 -1.46  0.208
5 H -1.46 -0.16 -1.00  0.220
6 H -2.49 1.29 -0.93  0.220
7 H -0.91 2.19 0.94  0.189
8 H -0.67 0.47 2.58  0.197
9 H -1.08 -0.85 1.29  0.198
10 C 1.52 -1.21 -1.07  0.526
11 N 2.05 -0.92 0.15  -0.818
12 O 0.93 -2.24 -1.32  -0.599
13 H 1.64 -0.38 -1.78  0.104
14 H 2.03 -1.62 0.88  0.398
15 H 2.76 -0.21 0.22  0.390

Computed properties:
frontier orbital gap = 10.500 eV
HOMO level = -9.6 eV
SMILES string = C=CC.NC=O
energy relative to the best compared isomer or geometry (same formula, charge and spin) = 126.6 kJ/mol
multiplicity = 1

=====

| no. | E_tot (eV) |
| --- | --- |
| 1 | -79651.089 |
| 2 | -14757.584 |
| 3 | -28891.817 |
| 4 | -175013.456 |
| 5 | -6786.058 |
| 6 | -7831.007 |